# 1
Formula: CH4NP3S
Source: OMol25
Level of theory: ωB97M-V/def2-TZVPD

```
10
CH4NP3S, DFT ωB97M-V/def2-TZVPD
C -1.43695 0.07836 0.98676
P 0.36809 0.77239 0.55561
N 1.13864 -0.68482 0.86979
P 1.84358 -1.70819 -0.11169
S 1.60300 -0.92846 -2.18597
P 0.49080 0.86835 -1.78221
H -1.91632 0.80220 1.70740
H -1.38795 -0.86261 1.62697
H -2.17825 -0.15482 0.10740
H 1.47537 1.81760 -1.77406
```

Output
- energy relative to the best compared isomer or geometry (same formula, charge and spin) (kJ/mol) = 0.0
- Kohn-Sham gap (eV) = 7.54
- E_HOMO (eV) = -8.35
- net charge = 0
- structure (SMILES) = CP1N=P#S#[PH]1

***

# 2
Formula: CH4O
Source: OMol25
Level of theory: ωB97M-V/def2-TZVPD

```
6
CH4O, DFT ωB97M-V/def2-TZVPD
H 0.51192 -0.01352 0.01415
C -0.62159 -0.03984 -0.01879
H -0.97366 0.47969 -0.91910
H -0.96171 -1.08314 -0.04097
H -1.02315 0.45885 0.87251
O 3.06819 0.19796 0.09220
```

Output
- energy relative to the best compared isomer or geometry (same formula, charge and spin) (kJ/mol) = 0.0
- Kohn-Sham gap (spin up / spin down) (eV) = 7.04 / 6.14
- E_HOMO (spin up / spin down) (eV) = -2.49 / -1.56
- net charge = -1
- spin multiplicity = 2

***

# 3
Formula: CH4O
Source: OMol25
Level of theory: ωB97M-V/def2-TZVPD

```
6
CH4O, DFT ωB97M-V/def2-TZVPD
C 0.15209 -0.08791 0.83093
O -0.12040 0.09411 -1.02051
H 0.70232 0.50801 1.61916
H -0.85200 -0.30394 1.13920
H -0.43512 0.60014 -0.09888
H 0.63544 -1.02965 0.51903
```

Output
- energy relative to the best compared isomer or geometry (same formula, charge and spin) (kJ/mol) = 388.8
- Kohn-Sham gap (eV) = 10.40
- E_HOMO (eV) = -10.56
- net charge = 0

***

Repeat the second record exactly.
Formula: CH4O
Source: OMol25
Level of theory: ωB97M-V/def2-TZVPD

```
6
CH4O, DFT ωB97M-V/def2-TZVPD
H 0.51192 -0.01352 0.01415
C -0.62159 -0.03984 -0.01879
H -0.97366 0.47969 -0.91910
H -0.96171 -1.08314 -0.04097
H -1.02315 0.45885 0.87251
O 3.06819 0.19796 0.09220
```

Output
- energy relative to the best compared isomer or geometry (same formula, charge and spin) (kJ/mol) = 0.0
- Kohn-Sham gap (spin up / spin down) (eV) = 7.04 / 6.14
- E_HOMO (spin up / spin down) (eV) = -2.49 / -1.56
- net charge = -1
- spin multiplicity = 2

***

Which formula does entry 3 have?
CH4O